The following is a DFT calculation (wB97M-V/def2-TZVPD) of a structure of composition C4H7NS.

Last column: Mulliken charge in e.
Positions of all 13 atoms, in Å:
1 H 0.50 -0.80 -0.30  0.324
2 S -1.93 -0.68 -0.06  -0.187
3 C 0.73 0.17 -0.25  -0.230
4 H 2.46 1.36 0.21  0.284
5 C -0.28 1.10 -0.13  -0.005
6 H 2.36 -1.54 0.30  0.263
7 C 2.01 0.37 0.06  0.018
8 H -0.01 2.22 0.19  0.242
9 H 3.92 -0.62 0.87  0.290
10 N -1.62 0.86 0.14  -0.361
11 C 2.99 -0.64 0.11  -1.001
12 H 3.66 -0.83 -0.96  0.213
13 H -3.33 -0.87 0.96  0.148

Results
HOMO-LUMO gap   7.7 eV
Strongest force on any atom   7.34 eV/Å
Energy above the lowest of the compared OMol25 structures with the same formula, charge and spin   109.5 kcal per mole
Net charge   0
LUMO energy   -0.2 eV
2S+1   1

=====

The following is a DFT calculation (wB97M-V/def2-TZVPD) of the molecule C4H7NS.

Last column: Mulliken charge in e.
Positions of all 13 atoms, in Å:
1 C 0.68 0.90 -0.47  -0.044
2 H -0.12 -1.84 0.79  0.256
3 C -1.20 -0.39 -0.27  -0.553
4 H -0.55 0.92 1.28  0.191
5 H -1.46 -0.44 -1.34  0.219
6 H 1.46 -0.19 1.29  0.264
7 H -2.06 -0.79 0.31  0.282
8 C 1.23 -0.33 0.21  -0.589
9 C -0.67 0.95 0.21  0.011
10 N 0.03 -1.23 0.01  -0.436
11 H 2.07 -0.75 -0.25  0.321
12 H 0.58 0.64 -1.49  0.213
13 S 0.00 2.55 -0.26  -0.134

Results
HOMO-LUMO gap   10.0 eV
Strongest force on any atom   1.84 eV/Å
Energy above the lowest of the compared OMol25 structures with the same formula, charge and spin   74.9 kcal per mole
Net charge   0
Structure (SMILES)   C1NC[C@@H]2S[C@@H]12
LUMO energy   1.0 eV
2S+1   1

=====

Q: Number 2 is which compound?
A: C4H7NS